This record from OMol25 describes C37H35BN9P2Rb as an isolated structure. The level of theory is the ωB97M-V functional and the def2-TZVPD basis.

Output
LUMO level (alpha / beta), eV: -2.62 / -5.21
Gap between HOMO and LUMO (alpha / beta), eV: 7.86 / 5.26
E, hartree: -2655.29733
Charge: +1
ΔE to the lowest compared entry with this formula, charge and spin, kJ/mol: 13.6
E_HOMO (alpha / beta), eV: -10.48 / -10.48
Spin multiplicity: 2

Last column: Löwdin charge in e.
Positions of all 85 atoms, in Å:
Rb -0.44 -1.18 1.45  0.79
C 1.10 0.13 -3.14  -0.06
C 0.96 0.63 -1.84  -0.21
N 1.09 -0.33 -0.92  0.00
N 1.35 -1.46 -1.62  0.00
C 1.35 -1.21 -2.94  -0.05
B 1.67 -2.80 -0.92  -0.70
N 0.37 -3.42 -0.34  -0.10
C 0.29 -4.46 0.52  -0.10
C -1.04 -4.81 0.64  -0.06
C -1.71 -3.91 -0.21  -0.19
N -0.86 -3.07 -0.80  0.01
N 2.65 -2.57 0.25  -0.01
C 4.00 -2.53 0.21  -0.06
C 4.46 -2.21 1.47  -0.06
C 3.29 -2.08 2.23  -0.18
N 2.21 -2.28 1.50  -0.04
N 2.22 -3.76 -1.97  -0.02
C 1.59 -4.81 -2.55  -0.07
C 2.40 -5.28 -3.56  -0.06
C 3.51 -4.42 -3.53  -0.15
N 3.40 -3.51 -2.59  0.06
H 1.07 0.67 -4.07  0.10
H 0.81 1.66 -1.52  0.08
H 1.56 -1.99 -3.65  0.13
H 1.18 -4.87 0.97  0.14
H -1.45 -5.60 1.24  0.10
H -2.76 -3.83 -0.42  0.10
H 4.52 -2.74 -0.71  0.10
H 5.48 -2.12 1.79  0.09
H 3.19 -1.84 3.28  0.10
H 0.63 -5.15 -2.20  0.12
H 2.21 -6.12 -4.21  0.09
H 4.39 -4.44 -4.16  0.10
C -0.32 3.94 -0.10  -0.11
N -1.10 2.97 0.70  -0.45
P -0.82 2.90 2.46  1.09
C -0.89 4.67 2.84  -0.39
C -2.13 5.17 3.23  -0.10
C -2.30 6.52 3.50  -0.07
C -1.21 7.37 3.41  -0.06
C 0.04 6.88 3.04  -0.06
C 0.20 5.54 2.76  -0.10
C 0.95 2.48 2.53  -0.39
C 1.67 2.81 3.68  -0.10
C 2.97 2.36 3.83  -0.06
C 3.56 1.58 2.85  -0.06
C 2.84 1.24 1.71  -0.06
C 1.54 1.69 1.56  -0.14
P -1.90 1.78 -0.12  1.10
C -2.50 2.43 -1.67  -0.38
C -3.31 3.56 -1.68  -0.07
C -3.79 4.04 -2.88  -0.05
C -3.47 3.39 -4.07  -0.05
C -2.67 2.26 -4.06  -0.05
C -2.17 1.77 -2.86  -0.08
C -3.24 0.91 0.72  -0.35
C -3.48 0.79 2.09  -0.12
C -4.50 -0.03 2.54  -0.06
C -5.27 -0.75 1.64  -0.04
C -5.03 -0.65 0.28  -0.05
C -4.02 0.17 -0.19  -0.08
H 0.73 3.89 0.20  0.09
H -0.70 4.94 0.07  0.09
H -0.38 3.71 -1.16  0.07
H -2.98 4.50 3.32  0.10
H -3.26 6.90 3.80  0.11
H -1.33 8.43 3.63  0.11
H 0.89 7.55 2.98  0.11
H 1.18 5.16 2.48  0.11
H 1.22 3.41 4.46  0.11
H 3.53 2.62 4.72  0.11
H 4.58 1.23 2.97  0.11
H 3.28 0.61 0.94  0.11
H 1.00 1.40 0.66  0.03
H -3.57 4.06 -0.75  0.12
H -4.42 4.92 -2.89  0.12
H -3.86 3.77 -5.00  0.12
H -2.43 1.76 -4.98  0.12
H -1.54 0.90 -2.85  0.10
H -2.88 1.34 2.80  0.04
H -4.69 -0.11 3.60  0.12
H -6.07 -1.40 2.00  0.12
H -5.63 -1.21 -0.43  0.12
H -3.85 0.24 -1.25  0.11


This record from OMol25 describes C37H35BrCaNO2PS3 as an isolated structure. The level of theory is the ωB97M-V functional and the def2-TZVPD basis.

Output
LUMO level (alpha / beta), eV: 3.61 / 3.62
Gap between HOMO and LUMO (alpha / beta), eV: 3.16 / 2.56
E, hartree: -6423.63129
Charge: -2
ΔE to the lowest compared entry with this formula, charge and spin, kJ/mol: 142.6
E_HOMO (alpha / beta), eV: 0.46 / 1.06
Spin multiplicity: 1

Last column: Löwdin charge in e.
Positions of all 81 atoms, in Å:
Ca -0.23 -2.38 -0.46  1.32
C 0.61 4.17 2.71  -0.55
C 1.44 3.31 1.74  -0.55
S 0.89 1.62 1.53  0.84
C -0.64 1.81 0.60  -0.53
C -1.91 1.99 1.43  -0.52
S -2.03 0.81 2.80  0.88
C -2.12 1.83 4.31  -0.53
C -1.53 3.24 4.36  -0.56
S 0.26 3.43 4.32  0.85
H -0.35 4.42 2.25  0.06
H 1.13 5.11 2.89  0.06
H 2.47 3.22 2.10  0.07
H 1.47 3.81 0.77  0.06
H -0.73 0.89 0.02  0.04
H -0.52 2.63 -0.12  0.08
H -2.78 1.83 0.78  0.07
H -1.98 3.01 1.82  0.04
H -1.63 1.20 5.06  0.07
H -3.17 1.92 4.60  0.06
H -1.85 3.67 5.31  0.06
H -1.95 3.88 3.59  0.05
O 0.47 -3.79 -2.13  -0.18
C 1.57 -3.22 -1.77  -0.74
O 1.80 -3.04 -0.49  -0.32
C 2.42 -2.53 -2.70  -0.21
C 2.70 -3.05 -4.00  -0.07
C 3.65 -2.48 -4.81  -0.14
C 4.37 -1.31 -4.38  -0.14
C 4.02 -0.72 -3.18  -0.15
C 3.05 -1.27 -2.34  -0.34
P 2.20 -0.25 -1.10  1.07
C 3.63 0.33 -0.10  -0.37
C 4.39 1.48 -0.27  -0.11
C 5.45 1.77 0.59  -0.11
C 5.77 0.91 1.62  -0.12
C 5.03 -0.27 1.78  -0.09
C 3.98 -0.55 0.93  -0.10
C 1.59 1.16 -2.14  -0.35
C 0.77 0.76 -3.20  -0.10
C 0.12 1.69 -4.00  -0.09
C 0.26 3.05 -3.76  -0.12
C 1.06 3.46 -2.71  -0.11
C 1.71 2.52 -1.91  -0.13
H 2.16 -3.93 -4.33  0.10
H 3.86 -2.92 -5.77  0.07
H 5.14 -0.88 -5.00  0.06
H 4.48 0.23 -2.91  0.09
H 4.19 2.15 -1.09  0.08
H 6.03 2.67 0.44  0.09
H 6.59 1.13 2.30  0.09
H 5.28 -0.96 2.58  0.10
H 3.41 -1.47 1.05  0.10
H 0.66 -0.29 -3.43  0.11
H -0.51 1.34 -4.81  0.10
H -0.25 3.78 -4.37  0.09
H 1.18 4.52 -2.50  0.09
H 2.29 2.87 -1.07  0.06
Br -1.31 -3.35 5.45  0.62
C -2.56 -2.78 4.12  -0.74
C -3.80 -2.28 4.53  -0.22
C -4.60 -1.82 3.44  -0.15
C -4.20 -1.90 2.15  -0.15
N -2.98 -2.48 1.77  -0.15
C -2.15 -2.88 2.82  -0.19
H -4.10 -2.24 5.57  0.05
H -5.55 -1.33 3.64  0.08
H -4.77 -1.47 1.34  0.10
H -1.18 -3.25 2.54  0.08
C -2.47 -2.49 0.43  -0.26
C -3.45 -2.56 -0.60  -0.33
C -3.13 -2.13 -1.93  -0.12
C -3.98 -2.30 -3.01  -0.16
C -5.25 -2.87 -2.87  -0.18
C -5.62 -3.27 -1.58  -0.16
C -4.78 -3.13 -0.49  -0.10
H -2.19 -1.62 -2.12  0.06
H -3.65 -1.96 -3.99  0.08
H -5.92 -2.98 -3.71  0.06
H -6.59 -3.73 -1.42  0.08
H -5.11 -3.49 0.47  0.08


This record from OMol25 describes C37H35CdN8O3P as an isolated structure. The level of theory is the ωB97M-V functional and the def2-TZVPD basis.

Output
LUMO level (alpha / beta), eV: -1.03 / -1.03
Gap between HOMO and LUMO (alpha / beta), eV: 5.50 / 5.49
E, hartree: -2603.78340
Charge: 0
ΔE to the lowest compared entry with this formula, charge and spin, kJ/mol: 126.7
E_HOMO (alpha / beta), eV: -6.52 / -6.52
Spin multiplicity: 1

Last column: Löwdin charge in e.
Positions of all 85 atoms, in Å:
Cd 0.02 -0.18 0.03  1.40
C -0.35 6.06 -1.57  -0.11
C -0.45 6.13 -0.19  -0.09
C -0.34 4.99 0.59  -0.05
C -0.14 3.73 0.00  -0.29
C 0.02 3.69 -1.38  -0.05
C -0.10 4.83 -2.16  -0.10
N 0.05 2.56 0.73  0.06
C -0.47 2.36 1.92  -0.29
C -1.49 3.16 2.57  -0.07
C -1.86 2.91 3.85  -0.08
C -1.27 1.87 4.63  -0.11
C -0.34 1.06 4.05  -0.05
C 0.01 1.24 2.69  -0.26
N 0.86 0.42 2.02  -0.08
N 1.71 -0.27 2.66  0.08
C 2.61 -0.95 1.81  -0.37
C 3.60 -1.70 2.45  -0.03
C 4.54 -2.35 1.68  -0.06
C 4.46 -2.25 0.29  -0.06
C 3.45 -1.48 -0.25  -0.14
N 2.54 -0.84 0.48  0.06
H -0.44 6.95 -2.18  0.09
H -0.60 7.09 0.29  0.10
H -0.38 5.07 1.67  0.10
H 0.28 2.74 -1.85  0.09
H 0.02 4.75 -3.23  0.10
H -1.96 3.95 2.01  0.10
H -2.64 3.52 4.30  0.10
H -1.58 1.71 5.65  0.09
H 0.11 0.23 4.59  0.10
H 3.61 -1.73 3.53  0.11
H 5.32 -2.94 2.14  0.11
H 5.17 -2.74 -0.35  0.10
H 3.35 -1.38 -1.32  0.11
C 0.34 -6.18 1.12  -0.10
C -0.38 -5.96 -0.05  -0.08
C -0.34 -4.73 -0.68  -0.04
C 0.42 -3.68 -0.15  -0.31
C 1.12 -3.90 1.03  -0.04
C 1.08 -5.14 1.65  -0.09
N 0.41 -2.41 -0.76  0.00
C 0.72 -2.32 -2.04  -0.28
C 1.45 -3.34 -2.77  -0.03
C 1.73 -3.20 -4.09  -0.08
C 1.31 -2.07 -4.84  -0.10
C 0.62 -1.09 -4.22  -0.04
C 0.33 -1.17 -2.83  -0.24
N -0.44 -0.26 -2.18  -0.05
N -1.16 0.53 -2.85  0.08
C -2.05 1.30 -2.06  -0.37
C -2.89 2.17 -2.75  -0.01
C -3.79 2.92 -2.04  -0.05
C -3.85 2.78 -0.65  -0.04
C -2.98 1.88 -0.06  -0.16
N -2.10 1.15 -0.74  0.05
H 0.31 -7.14 1.61  0.10
H -0.98 -6.75 -0.47  0.10
H -0.92 -4.55 -1.58  0.12
H 1.71 -3.10 1.46  0.07
H 1.65 -5.29 2.57  0.10
H 1.79 -4.20 -2.22  0.11
H 2.31 -3.97 -4.58  0.10
H 1.56 -1.99 -5.89  0.10
H 0.29 -0.20 -4.74  0.10
H -2.79 2.24 -3.83  0.11
H -4.45 3.62 -2.54  0.11
H -4.54 3.35 -0.05  0.11
H -2.98 1.73 1.01  0.08
C -4.24 -0.16 2.52  -0.12
O -3.97 -0.87 1.31  -0.33
P -2.46 -1.39 1.08  0.74
O -2.36 -2.66 2.08  -0.31
C -1.46 -2.60 3.18  -0.13
O -2.68 -2.13 -0.33  -0.35
C -3.73 -1.87 -1.25  -0.11
H -4.97 -0.72 3.11  0.09
H -4.66 0.82 2.27  0.08
H -3.34 -0.01 3.12  0.07
H -1.06 -3.60 3.34  0.08
H -1.99 -2.27 4.07  0.08
H -0.62 -1.92 2.98  0.04
H -3.35 -2.12 -2.24  0.09
H -4.04 -0.83 -1.22  0.07
H -4.59 -2.51 -1.02  0.09


This record from OMol25 describes C37H35I2N5O5PYb as an isolated structure. The level of theory is the ωB97M-V functional and the def2-TZVPD basis.

Output
LUMO level (alpha / beta), eV: -0.11 / -1.60
Gap between HOMO and LUMO (alpha / beta), eV: 7.39 / 5.64
E, hartree: -4176.39336
Charge: 0
ΔE to the lowest compared entry with this formula, charge and spin, kJ/mol: 0.0
E_HOMO (alpha / beta), eV: -7.49 / -7.25
Spin multiplicity: 2

Last column: Löwdin charge in e.
Positions of all 86 atoms, in Å:
Yb 0.13 -2.57 3.54  1.00
N 2.29 -3.67 2.92  -0.12
C 3.23 -2.61 2.55  -0.19
C 2.73 -1.19 2.76  -0.59
O 3.29 -0.34 2.05  0.00
N 1.77 -0.99 3.66  -0.12
C 1.23 0.37 3.94  -0.15
C -1.40 -1.64 6.91  -0.31
O -1.07 -1.08 5.90  0.09
O -1.73 -2.39 7.78  0.20
H 2.37 -3.97 3.95  0.03
H 2.28 -4.51 2.35  0.07
H 3.45 -2.79 1.51  0.11
H 4.20 -2.71 3.07  0.13
H 1.95 0.87 4.58  0.09
H 0.24 0.29 4.53  0.11
I -4.51 -2.83 3.74  0.71
C -2.82 -1.64 3.24  -0.59
I -0.09 -5.44 4.57  -0.17
H -2.84 -0.65 3.67  -0.04
H -2.56 -1.82 2.20  -0.07
O 0.07 0.66 1.90  -0.05
C 0.95 1.13 2.63  -0.31
C 1.73 2.36 2.30  -0.14
C 2.60 2.99 3.18  -0.02
C 3.08 4.24 2.83  -0.09
C 3.03 4.66 1.53  -0.07
C 2.33 3.89 0.58  -0.09
C 1.59 2.76 0.94  -0.27
P 0.57 2.01 -0.39  1.12
C 1.73 2.17 -1.85  -0.39
C 3.06 1.73 -1.61  -0.10
C 3.96 1.73 -2.69  -0.09
C 3.62 2.27 -3.93  -0.09
C 2.31 2.69 -4.06  -0.11
C 1.34 2.60 -3.09  -0.12
C -0.77 3.25 -0.75  -0.35
C -0.53 4.61 -1.07  -0.08
C -1.59 5.45 -1.40  -0.09
C -2.88 4.96 -1.42  -0.07
C -3.12 3.59 -1.14  -0.10
C -2.10 2.78 -0.77  -0.14
H 2.91 2.54 4.12  0.11
H 3.58 4.91 3.59  0.13
H 3.49 5.61 1.21  0.12
H 2.38 4.08 -0.46  0.08
H 3.37 1.41 -0.61  0.11
H 5.01 1.34 -2.49  0.13
H 4.33 2.43 -4.74  0.11
H 2.00 2.95 -5.07  0.11
H 0.30 2.74 -3.41  0.12
H 0.55 4.91 -1.12  0.11
H -1.41 6.50 -1.50  0.10
H -3.70 5.60 -1.73  0.10
H -4.10 3.14 -1.32  0.10
H -2.26 1.71 -0.40  0.12
C -5.69 -1.94 -2.05  -0.06
C -4.27 -1.91 -2.59  -0.26
C -3.51 -0.73 -2.57  -0.06
C -2.17 -0.74 -2.88  -0.01
C -1.52 -1.93 -3.37  -0.26
N -0.16 -2.00 -3.79  0.09
C 0.96 -1.42 -3.14  -0.50
O 1.82 -0.97 -3.86  0.09
N 0.87 -1.33 -1.73  0.15
C 0.36 -2.33 -0.91  -0.21
C 0.23 -3.69 -1.37  0.04
C -0.16 -4.69 -0.44  -0.01
C -0.60 -4.24 0.83  -0.16
N -0.54 -2.95 1.17  -0.06
C -0.13 -2.02 0.33  -0.10
C -2.27 -3.10 -3.40  -0.06
C -3.56 -3.09 -2.93  -0.05
H -6.32 -2.68 -2.56  0.08
H -6.23 -0.97 -2.04  0.08
H -5.69 -2.23 -0.97  0.09
H -4.03 0.22 -2.32  0.12
H -1.57 0.15 -2.82  0.10
H 0.01 -2.04 -4.82  0.17
H 1.59 -0.72 -1.30  0.14
H 0.32 -3.96 -2.41  0.10
H -0.21 -5.72 -0.71  0.10
H -0.84 -4.95 1.66  0.04
H -0.27 -0.99 0.55  0.08
H -1.88 -4.05 -3.86  0.13
H -4.12 -4.05 -2.90  0.12


This record from OMol25 describes C37H35N6O4W as an isolated structure. The level of theory is the ωB97M-V functional and the def2-TZVPD basis.

Output
LUMO level (alpha / beta), eV: -3.64 / -3.92
Gap between HOMO and LUMO (alpha / beta), eV: 6.44 / 6.74
E, hartree: -2127.44323
Charge: +1
ΔE to the lowest compared entry with this formula, charge and spin, kJ/mol: 10.6
E_HOMO (alpha / beta), eV: -10.08 / -10.66
Spin multiplicity: 3

Last column: Löwdin charge in e.
Positions of all 83 atoms, in Å:
W -0.78 -0.74 -1.15  1.86
C -1.16 -3.83 -2.08  -0.01
O -0.32 -2.87 -1.39  -0.25
C 0.86 -3.34 -0.81  -0.22
C 1.08 -4.66 -0.50  0.00
C 2.31 -5.00 0.06  -0.05
C 3.27 -4.02 0.30  -0.06
C 3.01 -2.69 -0.01  0.00
C 1.78 -2.35 -0.57  -0.18
N 1.37 -1.02 -0.88  -0.06
N 2.33 -0.19 -0.82  0.14
C 2.21 1.10 -1.15  -0.14
C 1.09 1.60 -1.85  -0.30
O 0.05 0.87 -2.08  -0.17
C 1.13 2.92 -2.39  0.01
C 2.19 3.72 -2.14  0.02
C 3.32 3.28 -1.38  -0.16
C 4.40 4.15 -1.11  -0.02
C 5.47 3.71 -0.38  -0.07
C 5.50 2.39 0.09  -0.06
C 4.46 1.53 -0.15  -0.02
C 3.35 1.96 -0.90  -0.10
H -0.51 -4.49 -2.65  0.11
H -1.79 -3.25 -2.74  0.07
H -1.75 -4.37 -1.35  0.11
H 0.34 -5.43 -0.68  0.12
H 2.52 -6.03 0.31  0.12
H 4.22 -4.29 0.73  0.11
H 3.74 -1.92 0.18  0.11
H 0.28 3.25 -2.97  0.13
H 2.20 4.73 -2.53  0.13
H 4.36 5.16 -1.48  0.12
H 6.30 4.38 -0.17  0.11
H 6.35 2.05 0.67  0.11
H 4.47 0.52 0.23  0.10
C 0.10 -2.47 3.92  -0.07
C 0.80 -2.22 2.58  -0.20
C 1.21 -0.77 2.42  -0.18
C 2.36 -0.32 3.08  -0.03
C 2.72 1.01 3.03  -0.06
C 1.94 1.92 2.34  -0.03
C 0.80 1.51 1.66  -0.18
C -0.08 2.54 0.99  -0.20
C -1.07 3.16 1.99  -0.07
C 0.46 0.16 1.70  -0.18
N -0.68 -0.32 0.95  -0.05
C -1.77 -0.58 1.63  -0.05
C -2.80 -1.26 0.98  -0.31
C -4.12 -1.57 1.32  -0.01
C -4.67 -2.19 0.20  -0.06
C -3.67 -2.23 -0.78  -0.15
N -2.54 -1.68 -0.31  -0.09
H -0.15 -3.53 4.02  0.08
H -0.81 -1.89 4.01  0.06
H 0.75 -2.20 4.75  0.08
H 0.15 -2.53 1.76  0.09
H 1.69 -2.85 2.52  0.11
H 2.95 -1.03 3.64  0.12
H 3.62 1.35 3.54  0.11
H 2.22 2.97 2.32  0.13
H -0.65 2.10 0.18  0.07
H 0.56 3.33 0.57  0.11
H -1.76 2.40 2.36  0.07
H -1.66 3.94 1.51  0.08
H -0.54 3.59 2.84  0.08
H -1.84 -0.28 2.67  0.15
H -4.60 -1.37 2.27  0.11
H -5.67 -2.58 0.09  0.10
H -3.74 -2.62 -1.78  0.11
C -5.33 2.78 -1.42  0.01
N -4.36 1.83 -1.95  -0.03
C -4.54 1.26 -3.17  -0.02
C -3.71 0.32 -3.69  0.04
C -2.63 -0.05 -2.85  -0.48
O -1.76 -0.98 -3.08  -0.12
N -2.44 0.54 -1.67  0.04
C -3.30 1.45 -1.12  -0.46
O -3.17 1.92 -0.01  0.09
H -5.78 3.33 -2.25  0.10
H -4.81 3.47 -0.77  0.09
H -6.10 2.27 -0.85  0.11
H -5.40 1.62 -3.72  0.14
H -3.86 -0.12 -4.66  0.12